Density functional theory data (ωB97M-V with the def2-TZVPD basis set) for 3 unconnected molecules or ions with the total composition C30H31F16N2O2S2.

Element x y z (Å)
1 S 2.872569 1.907580 3.039122
2 C 2.738377 2.906618 1.646069
3 S 1.787571 4.540262 1.926995
4 C 0.175833 4.304731 0.999544
5 C -1.175674 4.687019 1.845147
6 C -2.434142 4.729268 0.744308
7 N -2.294459 3.599609 -0.253691
8 C -1.923691 3.569291 -1.575680
9 C -1.954302 1.971644 -1.974151
10 C -2.177333 1.032785 -0.627557
11 C -2.594561 2.245349 0.394398
12 N 3.268621 2.572747 0.271505
13 C 4.331092 1.499735 0.284712
14 C 5.755617 1.529698 1.094012
15 C 6.871864 0.297624 0.995253
16 C 6.545904 -1.002975 0.050742
17 C 5.122613 -1.073514 -0.777104
18 C 4.041097 0.153568 -0.657976
19 C 3.657896 3.791139 -0.531591
20 C 5.129956 4.509511 -0.584405
21 C 5.425247 5.840796 -1.549767
22 C 4.267552 6.531515 -2.522523
23 C 2.764783 5.813335 -2.447905
24 C 2.480273 4.475992 -1.502085
25 H 0.164658 3.177600 0.608179
26 H 0.211244 5.057134 0.073593
27 H -1.160532 5.742230 2.358257
28 H -1.450834 3.893580 2.671320
29 H -3.492119 4.677413 1.270172
30 H -2.442401 5.738514 0.117961
31 H -1.629453 4.519053 -2.209439
32 H -0.801863 1.770421 -2.196573
33 H -2.439928 1.635042 -2.987919
34 H -1.230883 0.551943 -0.113597
35 H -2.987097 0.227519 -0.896521
36 H -2.385850 2.145491 1.547223
37 H -3.785850 2.252202 0.366586
38 H 6.031023 2.451422 1.787492
39 H 7.909752 0.312222 1.563725
40 H 7.294850 -1.899321 -0.091422
41 H 4.880628 -1.988502 -1.465255
42 H 3.004247 0.119190 -1.246929
43 H 6.015023 4.109740 0.068126
44 H 6.507085 6.332422 -1.588798
45 H 4.484321 7.468272 -3.225696
46 H 1.941091 6.308226 -3.140420
47 H 1.370773 4.059379 -1.543957
48 C 2.782217 -4.009560 0.834126
49 C 1.485291 -3.568625 0.137861
50 C 0.231725 -4.328870 0.551118
51 F 0.330673 -5.661154 0.332543
52 F -0.843518 -3.906097 -0.164982
53 F 1.673072 -3.601326 -1.207281
54 F 1.295005 -2.245676 0.446731
55 O 3.596105 -4.958438 0.129867
56 C 3.187492 -6.319083 0.250142
57 C 2.648639 -6.903198 -1.059784
58 F 1.654770 -6.146450 -1.587968
59 F 2.125985 -8.145688 -0.864949
60 F 2.315181 -6.425165 1.279213
61 F 4.297929 -7.008706 0.636095
62 H 3.415198 -3.116510 0.906332
63 H 2.616066 -4.311061 1.875781
64 H -0.000131 -4.172223 1.608853
65 H 3.443006 -6.984046 -1.810440
66 C -6.989861 -1.424164 -0.257205
67 C -7.887280 -2.669212 -0.181565
68 C -8.107362 -3.231062 1.217030
69 F -6.951270 -3.574336 1.831979
70 F -8.860157 -4.361747 1.166688
71 F -7.406483 -3.612539 -1.032861
72 F -9.111100 -2.311864 -0.687895
73 O -5.604071 -1.650936 -0.552034
74 C -4.800477 -2.039111 0.559876
75 C -4.307495 -3.486942 0.469252
76 F -5.324654 -4.363923 0.280276
77 F -3.680224 -3.864753 1.617598
78 F -5.477313 -1.777466 1.702068
79 F -3.733117 -1.191557 0.561935
80 H -7.350411 -0.832492 -1.107700
81 H -7.117925 -0.763017 0.608842
82 H -8.635550 -2.517011 1.855971
83 H -3.600545 -3.610513 -0.358995

Cartesian forces (eV/Å) of the 3 atoms listed first:
-0.1334 1.9303 -3.1389
-0.0818 -1.4019 0.7778
-0.0441 -1.5063 -0.7322

The value obtained for the LUMO energy is -0.162 Eh. The calculation puts the energy above the lowest of the compared OMol25 structures with the same formula, charge and spin at 1041.35 kJ/mol. Its HOMO energy is -10.164 eV. The calculation puts the HOMO-LUMO gap at 5.76 eV. The total charge is +1. As for the energy: -3814.93999 Ha.